[1]
Entry from the OMol25 dataset: a structure of composition C3H7N3O at a distorted geometry (the ωB97M-V functional and the def2-TZVPD basis).

Output
Highest occupied orbital energy ... -8.217 eV
Lowest unoccupied orbital energy ... 0.96 eV
E ... -357.9139 hartree
Net charge ... 0
ΔE to the lowest compared entry with this formula, charge and spin ... 85.3 kcal per mole
Multiplicity ... 1

Each line ends with the Löwdin charge.
CARTESIAN COORDINATES (ANGSTROEM)
C: 1.82287 0.99159 -0.63096  -0.14
N: 1.40526 -0.31798 -0.72925  0.00
C: 0.61336 -0.93056 -0.08240  -0.38
N: 0.32843 -2.07074 0.32842  0.08
C: -1.33338 -0.04811 0.24685  -0.29
O: -1.97633 -1.07893 0.69043  -0.06
N: -2.07557 1.04275 0.08917  0.11
H: 2.65098 0.96687 0.10543  0.09
H: 1.00793 1.44822 -0.04436  0.07
H: 2.21861 1.55219 -1.46856  0.07
H: -0.99549 -1.86721 0.73258  0.13
H: 1.05872 -2.60787 0.76394  0.10
H: -1.64563 1.88396 -0.26755  0.09
H: -3.07976 1.03583 0.26626  0.11

---

[2]
Entry from the OMol25 dataset: a structure of composition C29H32Cl4IrN5O4Si (the ωB97M-V functional and the def2-TZVPD basis).

Output
Highest occupied orbital energy (alpha / beta) ... -9.681 / -10.387 eV
Lowest unoccupied orbital energy (alpha / beta) ... -3.00 / -3.54 eV
E ... -3933.4590 hartree
Net charge ... +1
ΔE to the lowest compared entry with this formula, charge and spin ... 11.3 kcal per mole
Multiplicity ... 2

Each line ends with the Löwdin charge.
CARTESIAN COORDINATES (ANGSTROEM)
Ir: 1.25728 -0.77060 -0.79571  1.37
O: 2.23369 -2.41094 -1.90104  -0.14
C: 2.20334 -2.13436 -3.31469  -0.12
C: 1.16105 -1.10462 -3.66539  -0.22
C: 0.81261 -0.89897 -4.98851  0.00
C: -0.12026 0.07518 -5.29683  -0.02
C: -0.68428 0.81431 -4.26948  -0.02
C: -0.29272 0.56330 -2.97274  -0.09
N: 0.61134 -0.38240 -2.67915  -0.05
H: 3.14728 -2.28927 -1.59722  0.10
H: 1.98810 -3.06688 -3.83599  0.14
H: 3.18265 -1.77566 -3.63579  0.15
H: 1.27319 -1.49921 -5.76169  0.13
H: -0.40261 0.25462 -6.32533  0.12
H: -1.41050 1.58973 -4.46320  0.12
H: -0.66921 1.12578 -2.13113  0.11
Cl: 5.76087 5.06226 -2.26568  0.71
C: 4.92995 3.58448 -2.00029  -0.71
C: 5.67902 2.40806 -1.69529  -0.69
Cl: 7.38274 2.49749 -1.61177  0.72
C: 5.03607 1.20955 -1.45308  -0.61
Cl: 5.92832 -0.21781 -1.06940  0.72
C: 3.63374 1.10879 -1.49455  -0.31
O: 3.09048 -0.01948 -1.18999  -0.23
C: 2.84171 2.28264 -1.89170  -0.36
O: 1.62216 2.19679 -2.08527  0.01
C: 3.57065 3.52410 -2.09241  -0.61
Cl: 2.62838 4.89513 -2.49111  0.75
N: 1.18507 0.51347 3.96603  0.19
C: 2.45555 0.10514 4.07957  -0.47
N: 3.13984 0.42593 5.18040  0.19
N: 3.09755 -0.58541 3.15062  0.14
C: 2.47816 -0.92467 2.06791  -0.26
N: 2.00047 -1.23854 1.06042  0.05
H: 0.73991 1.06567 4.67645  0.10
H: 0.67725 0.32093 3.11981  0.09
H: 2.73068 0.92731 5.94701  0.12
H: 4.09322 0.11432 5.24806  0.13
C: -0.39379 3.01326 3.34037  -0.19
Si: -0.60275 3.25555 1.49261  0.42
C: -2.39386 3.62762 1.10849  -0.18
C: 0.50770 4.61415 0.86891  -0.18
C: -0.10462 1.69249 0.66914  -0.18
C: 0.41385 0.74651 0.10469  -0.30
H: -0.66480 3.91368 3.89533  0.04
H: 0.64436 2.76778 3.57732  0.01
H: -1.02893 2.19667 3.69339  0.03
H: -2.69677 4.57234 1.56536  0.04
H: -3.05639 2.84744 1.49058  0.02
H: -2.55563 3.71171 0.03233  0.03
H: 0.24361 5.57785 1.30969  0.04
H: 0.43666 4.70039 -0.21694  0.02
H: 1.55114 4.40167 1.11056  0.04
C: -6.08884 -4.68065 1.30704  -0.03
C: -4.83527 -3.90444 1.03508  -0.23
C: -3.81968 -4.43976 0.25110  0.01
C: -2.66199 -3.73451 -0.03470  -0.17
C: -1.61254 -4.38302 -0.89041  -0.03
C: -2.52234 -2.43558 0.50583  -0.10
C: -1.36647 -1.61533 0.27505  -0.12
O: -0.45190 -1.89409 -0.52037  -0.14
C: -3.54409 -1.87597 1.31358  -0.19
C: -3.44748 -0.48458 1.89080  -0.04
C: -4.67964 -2.62072 1.55731  0.00
H: -5.98417 -5.72441 1.01837  0.08
H: -6.92258 -4.25558 0.74451  0.10
H: -6.35401 -4.63480 2.36330  0.09
H: -3.93458 -5.43999 -0.14888  0.12
H: -1.88920 -5.41462 -1.09848  0.08
H: -0.63433 -4.36897 -0.41045  0.09
H: -1.50121 -3.85424 -1.83819  0.09
H: -1.29030 -0.66955 0.81397  0.08
H: -3.34517 0.27233 1.11134  0.09
H: -2.59224 -0.37019 2.56040  0.08
H: -4.34489 -0.25700 2.46194  0.08
H: -5.46957 -2.19964 2.16820  0.13

---

[3]
Entry from the OMol25 dataset: a cluster of 5 separate species, CH12O5 in total at a distorted geometry (the ωB97M-V functional and the def2-TZVPD basis).

Output
Highest occupied orbital energy ... -10.060 eV
Lowest unoccupied orbital energy ... 0.68 eV
E ... -421.4501 hartree
Structure (SMILES) ... CO.O.O.O.O
Net charge ... 0
ΔE to the lowest compared entry with this formula, charge and spin ... 28.7 kcal per mole
Multiplicity ... 1

Each line ends with the Löwdin charge.
CARTESIAN COORDINATES (ANGSTROEM)
C: -1.93960 0.97103 1.30791  -0.15
O: -2.19324 -0.28739 0.70089  -0.13
H: -1.94453 1.77234 0.57044  0.07
H: -0.94812 0.92495 1.74762  0.07
H: -2.66948 1.09821 2.09279  0.07
H: -1.54488 -0.48967 0.02140  0.03
O: 3.81056 -4.50576 -1.40948  -0.06
H: 4.05614 -4.81261 -2.29177  0.03
H: 4.04004 -5.26995 -0.86907  0.03
O: 4.89804 2.59369 4.53026  -0.07
H: 4.89160 1.62884 4.47323  0.03
H: 4.04749 2.80172 4.12541  0.03
O: -4.16549 3.26396 -4.37774  -0.07
H: -4.20030 4.14302 -3.97295  0.03
H: -4.94134 2.90522 -3.92443  0.03
O: -0.21128 -1.93925 -0.77690  -0.05
H: -1.07855 -1.94741 -1.20185  0.04
H: 0.09292 -2.85095 -0.74576  0.05

---

[4]
Entry from the OMol25 dataset: an isolated molecule of C2H6O2 (the ωB97M-V functional and the def2-TZVPD basis).

Output
Highest occupied orbital energy ... -10.232 eV
Lowest unoccupied orbital energy ... 0.83 eV
E ... -230.2607 hartree
Structure (SMILES) ... OCCO
Net charge ... 0
ΔE to the lowest compared entry with this formula, charge and spin ... 12.5 kcal per mole
Multiplicity ... 1

Each line ends with the Löwdin charge.
CARTESIAN COORDINATES (ANGSTROEM)
O: -0.89959 1.16647 0.12351  -0.07
C: -0.72656 -0.23264 -0.08160  -0.24
C: 0.70398 -0.56603 0.31525  -0.27
O: 1.60248 0.29129 -0.34598  -0.07
H: -1.34424 1.53671 -0.64494  0.09
H: -1.44291 -0.79772 0.53084  0.12
H: -0.88756 -0.49483 -1.13492  0.12
H: 0.80778 -0.48712 1.40926  0.12
H: 0.94881 -1.59302 0.02595  0.12
H: 1.23781 1.17688 -0.19738  0.08

---

[5]
Entry from the OMol25 dataset: a structure of composition C27H27BrF5N7O2PbSe at a distorted geometry (the ωB97M-V functional and the def2-TZVPD basis).

Output
Highest occupied orbital energy ... -7.629 eV
Lowest unoccupied orbital energy ... 0.21 eV
E ... -7246.4551 hartree
Net charge ... 0
ΔE to the lowest compared entry with this formula, charge and spin ... 13.1 kcal per mole
Multiplicity ... 1

Each line ends with the Löwdin charge.
CARTESIAN COORDINATES (ANGSTROEM)
Pb: 5.99565 -15.92780 -8.43042  1.35
O: 7.65414 -22.59170 -10.37027  0.08
C: 7.41368 -21.28679 -10.11672  -0.31
C: 6.13528 -20.77918 -9.98281  0.01
C: 6.02374 -19.44039 -9.67652  -0.14
N: 7.04320 -18.61192 -9.55323  -0.01
C: 8.24650 -19.15308 -9.58657  -0.73
Br: 9.70659 -17.98019 -9.37896  0.79
C: 8.52139 -20.46327 -9.92610  -0.03
H: 6.79967 -22.96867 -10.62972  0.12
H: 5.21507 -21.36757 -9.97193  0.13
H: 5.12785 -18.89275 -9.45840  0.09
H: 9.50312 -20.76774 -9.93891  0.08
N: 5.58317 -16.96875 -3.65719  0.07
C: 4.46724 -16.64096 -2.76466  -0.39
C: 3.64549 -15.42213 -3.02249  -0.11
C: 2.83434 -15.56476 -4.30466  -0.38
N: 3.60970 -15.71605 -5.50699  0.03
C: 1.90952 -16.80009 -4.31473  -0.10
C: 2.67047 -18.07089 -3.89734  -0.28
N: 3.44627 -18.56876 -5.07416  0.18
C: 3.57537 -17.86336 -2.68599  -0.12
H: 5.51363 -16.65782 -4.64588  0.06
H: 3.78313 -17.80425 -5.64255  0.09
H: 6.52408 -16.64706 -3.39915  0.06
H: 4.89386 -16.52843 -1.77892  0.14
H: 4.25748 -14.51716 -3.09638  0.12
H: 2.95743 -15.18933 -2.17499  0.14
H: 2.20787 -14.70661 -4.44173  0.13
H: 4.21544 -14.90291 -5.69465  0.07
H: 3.00056 -15.83519 -6.33946  0.04
H: 1.26235 -16.87023 -5.23156  0.13
H: 1.15588 -16.71925 -3.51409  0.13
H: 1.94372 -18.84524 -3.71823  0.14
H: 2.90828 -19.21753 -5.71497  0.04
H: 4.32158 -19.05477 -4.80145  0.16
H: 4.17648 -18.78996 -2.61187  0.12
H: 2.88590 -17.79155 -1.77009  0.15
O: 7.55900 -16.18056 -6.79459  -0.31
C: 7.84481 -15.63401 -5.65131  -0.35
C: 8.65047 -16.34721 -4.70722  -0.03
C: 9.10583 -15.72700 -3.54996  -0.11
C: 8.67129 -14.47072 -3.24231  -0.12
C: 7.76211 -13.79397 -4.06920  -0.07
C: 7.38820 -14.28034 -5.28097  -0.11
C: 6.56662 -13.46427 -6.12455  -0.32
N: 5.72410 -13.86103 -7.06699  -0.05
C: 4.95805 -12.74904 -7.42889  -0.11
C: 5.29021 -11.70926 -6.60320  -0.05
N: 6.34450 -12.18733 -5.82549  0.12
H: 9.02819 -17.30217 -5.02792  0.11
H: 9.79696 -16.30293 -2.97244  0.10
H: 8.98240 -13.94293 -2.29943  0.11
H: 7.53276 -12.78396 -3.70066  0.11
H: 4.22760 -12.84890 -8.22495  0.11
H: 5.05514 -10.64957 -6.50472  0.12
H: 6.82477 -11.66978 -5.15017  0.13
Se: 1.20704 -19.34319 -7.59697  0.41
C: 2.11628 -17.81704 -7.98480  -0.98
N: 2.68641 -16.82648 -8.21284  -0.03
F: 8.64175 -13.46710 -8.53603  0.09
C: 8.43613 -14.00219 -9.73790  -0.27
C: 7.37430 -14.87097 -9.93271  -0.20
C: 7.21296 -15.23244 -11.24419  -0.31
F: 6.16709 -16.02728 -11.56836  0.03
C: 8.00322 -14.86767 -12.28935  -0.14
F: 7.70082 -15.23333 -13.55176  0.11
C: 9.08003 -14.00110 -12.01391  -0.10
F: 9.84478 -13.56233 -13.05694  0.10
C: 9.35063 -13.67884 -10.70807  -0.15
F: 10.40586 -12.90983 -10.35389  0.10